--- i ---
ORCA calculation (ωB97M-V/def2-TZVPD) on the ion C7H12ClN2 with charge +1.

Computed properties:
M: 159.64 g mol⁻¹
E_LUMO: -3.734 eV
Net charge: +1
SMILES string: CCc1c[nH]c(Cl)[n+]1CC
Frontier orbital gap: 9.5014 eV

Cartesian coordinates (Å):
H -1.803 -0.746 0.335
N 1.109 2.067 -1.257
H -1.024 -1.981 -0.579
C 0.250 2.232 -0.176
H -0.199 -0.168 2.094
C 1.373 0.838 -1.521
H -0.736 1.507 2.252
N 0.771 0.022 -0.325
C -0.736 0.611 1.573
C 0.160 0.968 0.435
H 1.239 2.979 -1.748
H 0.302 -3.286 -0.426
H -2.564 0.986 0.497
Cl 2.518 0.147 -2.486
C -2.072 0.143 1.116
C 0.060 -2.240 -0.784
H 0.002 3.147 0.135
H 0.257 -2.332 -1.848
H 0.763 -1.701 1.030
C 0.919 -1.370 -0.041
H 2.085 -1.608 -0.282
H -2.675 -0.214 2.005


--- ii ---
ORCA calculation (ωB97M-V/def2-TZVPD) on the ion C7H12ClN2 with charge +1.

Computed properties:
M: 159.64 g mol⁻¹
E_LUMO: -3.689 eV
Net charge: +1
SMILES string: C=C(C/[NH+]=C/N)C1(Cl)CC1
Frontier orbital gap: 9.4424 eV

Cartesian coordinates (Å):
N -3.596 1.218 -0.370
H -0.074 0.121 1.997
C 2.655 0.720 0.970
C -0.653 -0.357 1.202
H -3.219 -0.712 0.140
H 3.355 -0.737 -0.317
C 0.450 -1.455 -1.102
H 3.658 0.985 -1.123
Cl 0.740 1.886 -0.901
H -0.256 -2.310 -1.116
H -4.289 1.021 -1.002
H 1.254 -1.500 -1.886
H -1.413 1.514 0.757
H -3.229 2.230 -0.308
H 2.894 1.627 1.537
C -2.707 0.309 0.133
C 3.096 0.351 -0.427
C 0.643 -0.601 -0.137
C 1.615 0.585 -0.082
H -1.305 -1.304 1.446
N -1.580 0.549 0.732
H 2.852 -0.119 1.601


Each structure's energy above the most stable one, in eV: i 0.000; ii 1.541.


--- i ---
ORCA calculation (ωB97M-V/def2-TZVPD) on a cluster of 2 separate species, C4H13N2O in total.

Computed properties:
M: 105.16 g mol⁻¹
E_LUMO: -3.082 eV
Net charge: +1
Frontier orbital gap: 10.5767 eV

Cartesian coordinates (Å):
N 0.322 1.007 -0.760
C 1.197 -1.350 -0.933
C 1.013 -0.131 -0.074
H 1.675 -1.027 -1.860
H 1.773 -2.114 -0.417
H -0.767 -1.994 -0.305
O -2.672 1.965 0.251
H -2.986 2.789 0.638
H -0.303 0.818 2.300
C -0.189 -1.958 -1.234
H -0.156 -2.968 -1.617
H 0.975 1.721 -1.076
H -0.285 0.634 -1.490
H -0.835 -1.407 -1.931
H -3.147 1.285 0.742
C 1.136 -0.051 1.238
H -0.302 1.400 -0.043
H 1.688 -0.836 1.731
H 1.221 1.174 2.830
N 0.643 1.040 2.009


--- ii ---
ORCA calculation (ωB97M-V/def2-TZVPD) on a cluster of 2 separate species, C4H13N2O in total.

Computed properties:
M: 105.16 g mol⁻¹
E_LUMO: -3.057 eV
Net charge: +1
Frontier orbital gap: 11.8005 eV

Cartesian coordinates (Å):
H 0.834 0.634 -3.379
H 1.598 -0.031 -2.019
C -1.893 -0.674 2.089
N -0.639 0.654 -0.591
H -2.727 -0.074 1.753
H 3.116 1.485 -0.214
H -1.657 -1.576 0.202
C 0.001 -0.199 0.412
H -1.465 1.125 -0.269
N 0.869 0.578 -2.368
H -2.275 -1.532 2.650
C -0.984 -1.212 0.977
H 0.875 -0.647 -0.047
H -0.947 1.561 -2.332
H -1.348 -0.097 2.843
C -0.251 0.967 -1.794
H 3.870 0.174 -0.180
H 0.441 0.371 1.231
H -0.405 -2.044 1.357
O 2.986 0.538 -0.320


--- iii ---
ORCA calculation (ωB97M-V/def2-TZVPD) on a cluster of 2 separate species, C4H13N2O in total.

Computed properties:
M: 105.16 g mol⁻¹
E_LUMO: -3.709 eV
Net charge: +1
Frontier orbital gap: 10.0872 eV

Cartesian coordinates (Å):
H 1.465 -0.701 -1.317
H 0.206 1.714 1.311
H 1.379 0.678 1.941
N 0.480 -0.241 0.441
H -0.544 1.112 -1.800
H 1.452 -1.907 1.149
H -1.121 -2.272 -0.958
C -1.322 -0.425 -0.738
O -1.065 -1.447 -1.473
C 1.584 0.045 -0.521
N 0.489 -1.557 0.789
C -1.564 0.769 -1.477
H -0.111 0.284 2.557
H -2.191 0.764 -2.444
C 0.423 0.664 1.596
H 1.501 1.029 -0.872
H 2.572 -0.090 0.008
H -1.898 1.555 -0.739
H -0.242 -1.622 1.446
H -1.791 -0.622 0.196


--- iv ---
ORCA calculation (ωB97M-V/def2-TZVPD) on a cluster of 2 separate species, C4H13N2O in total.

Computed properties:
M: 105.16 g mol⁻¹
E_LUMO: -3.699 eV
Net charge: +1
Frontier orbital gap: 8.5237 eV

Cartesian coordinates (Å):
C 2.394 -1.702 -0.415
H -3.216 -1.055 2.128
H 0.025 1.662 -2.210
C 1.411 0.351 -1.302
H -0.086 2.052 0.309
N 1.724 -0.639 -0.203
H -1.314 0.324 1.632
H -3.799 0.232 2.594
O -3.043 -0.099 2.099
N -0.566 0.093 0.833
H -0.978 -0.733 0.410
H 0.332 -0.434 1.068
H 1.998 -0.002 -2.157
H 1.906 -2.684 -0.469
H 1.875 1.310 -1.049
H 3.441 -1.852 -0.666
C -0.078 0.828 -1.533
H -0.741 0.092 -2.005
H -1.702 1.426 -0.200
C -0.641 1.232 -0.192


Each structure's energy above the most stable one, in eV: i 0.936; ii 0.000; iii 3.528; iv 3.416.


--- i ---
ORCA calculation (ωB97M-V/def2-TZVPD) on a cluster of 2 separate species, C4H13N2O in total.

Computed properties:
M: 105.16 g mol⁻¹
E_LUMO: -3.660 eV
Net charge: +1
Frontier orbital gap: 10.3164 eV

Cartesian coordinates (Å):
N -0.650 1.452 -0.665
H -1.578 1.807 -0.865
H -0.035 1.752 -1.415
C -0.536 -0.749 -1.869
H 2.272 0.104 -0.458
H -0.583 1.660 1.746
H -1.615 -0.286 -0.071
H 2.306 0.052 1.312
C -0.665 0.008 -0.529
N 0.361 -1.602 0.956
H 1.497 1.386 0.443
H -0.493 -2.145 0.907
O -0.596 0.755 2.082
H -0.594 -1.824 -1.731
H -1.358 -0.447 -2.514
H 0.398 -0.505 -2.367
H -1.375 0.664 2.639
H 1.095 -1.961 1.554
C 0.447 -0.439 0.398
C 1.702 0.318 0.449


--- ii ---
ORCA calculation (ωB97M-V/def2-TZVPD) on a cluster of 2 separate species, C4H13N2O in total.

Computed properties:
M: 105.16 g mol⁻¹
E_LUMO: -2.914 eV
Net charge: +1
Frontier orbital gap: 10.1738 eV

Cartesian coordinates (Å):
H -1.407 0.490 1.956
N -1.197 0.828 1.016
H 2.193 0.012 -0.175
H 0.949 -1.734 -1.115
C -1.834 -0.117 0.119
H 4.299 1.685 0.981
H 4.553 0.973 -0.279
H 0.931 1.122 -0.348
C 0.337 -0.850 -0.941
H 0.092 -0.403 -1.896
H -1.371 -2.104 -0.695
H -3.702 0.833 -0.026
N 1.173 0.144 -0.171
C -3.057 0.028 -0.331
H -1.777 1.668 1.014
H 0.863 0.052 0.812
O 3.880 1.009 0.426
H -3.461 -0.732 -0.982
C -0.915 -1.258 -0.168
H -0.549 -1.647 0.801


--- iii ---
ORCA calculation (ωB97M-V/def2-TZVPD) on the ion C4H13N2O with charge +1.

Computed properties:
M: 105.16 g mol⁻¹
E_LUMO: -3.114 eV
Net charge: +1
SMILES string: CNC[C@@H]([NH3+])CO
Frontier orbital gap: 10.2716 eV

Cartesian coordinates (Å):
H -3.204 1.675 0.658
H -2.679 -0.258 -0.386
C 2.255 -1.409 -0.861
H -1.006 0.367 1.663
H 3.138 -1.767 -0.359
H 0.273 1.709 -0.600
H -0.347 2.245 0.893
H -0.409 -1.730 0.984
C -1.927 0.540 -0.310
H 1.817 -1.083 1.149
H 1.806 -2.125 -1.535
N 1.475 -0.785 0.244
C 0.008 -1.023 0.243
H -0.227 -1.417 -0.741
H 2.588 -0.578 -1.508
H 1.086 1.427 0.752
O -2.471 1.818 0.068
H -1.584 0.624 -1.344
C -0.724 0.272 0.601
N 0.130 1.499 0.388


Each structure's energy above the most stable one, in eV: i 0.000; ii 0.417; iii 1.097.


--- i ---
ORCA calculation (ωB97M-V/def2-TZVPD) on a cluster of 7 separate species, H12IO6 in total.

Computed properties:
M: 234.99 g mol⁻¹
E_LUMO: 3.233 eV
Net charge: -1
Frontier orbital gap: 8.5186 eV

Cartesian coordinates (Å):
H 21.137 22.214 -6.635
O 20.177 24.775 -4.616
O 21.152 24.070 -0.834
H 21.069 21.994 -3.565
H 20.869 23.173 -0.822
H 21.100 24.842 -4.849
H 20.617 20.515 -3.696
I 23.180 23.216 -3.505
O 23.870 20.563 -5.591
H 23.142 19.978 -5.292
O 20.316 21.433 -3.779
H 19.881 24.126 -5.247
O 21.784 22.941 -6.711
H 23.713 22.306 0.629
H 22.247 23.146 -5.899
H 23.865 21.329 -4.997
H 21.633 24.213 -1.628
H 23.943 22.653 -0.831
O 23.925 21.914 -0.252


--- ii ---
ORCA calculation (ωB97M-V/def2-TZVPD) on a cluster of 7 separate species, H12IO6 in total.

Computed properties:
M: 234.99 g mol⁻¹
E_LUMO: 3.162 eV
Net charge: -1
Frontier orbital gap: 8.4348 eV

Cartesian coordinates (Å):
H -35.885 9.026 19.368
H -32.805 8.970 23.982
H -31.835 5.169 21.772
H -36.877 8.731 24.804
H -38.159 9.692 24.264
H -38.067 5.676 21.532
O -31.916 9.364 24.138
H -35.513 6.514 27.073
H -32.456 6.091 22.781
I -34.850 7.674 23.185
H -31.726 9.103 25.135
H -36.067 8.407 20.595
O -36.514 8.683 19.890
H -35.049 6.114 25.638
O -31.817 5.446 22.662
O -37.745 9.164 25.016
O -37.238 5.310 21.677
O -34.854 6.035 26.519
H -36.394 5.944 21.597


Each structure's energy above the most stable one, in eV: i 0.000; ii 1.097.


--- i ---
ORCA calculation (ωB97M-V/def2-TZVPD) on a cluster of 2 separate species, C5H14 in total.

Computed properties:
M: 74.17 g mol⁻¹
E_LUMO: 1.156 eV
Net charge: 0
SMILES string: CCC.CC
Frontier orbital gap: 11.8554 eV

Cartesian coordinates (Å):
H -0.353 1.582 -1.661
H 0.127 2.357 -2.996
H -1.802 -3.236 1.078
H 0.381 0.514 1.080
C -1.734 -2.189 1.432
H -0.579 -0.202 2.312
H 0.703 0.802 -2.644
H -2.729 -1.764 1.297
H 1.878 3.175 -1.857
H -0.907 -1.086 -0.310
H 1.358 2.507 -0.387
C 1.673 2.155 -1.452
H 2.418 1.519 -1.289
H 0.360 -2.088 0.450
C 0.131 -0.389 1.578
C -0.576 -1.489 0.769
H -1.599 -2.204 2.453
H 1.036 -0.733 1.995
C 0.457 1.722 -2.248


--- ii ---
ORCA calculation (ωB97M-V/def2-TZVPD) on a cluster of 2 separate species, C5H14 in total.

Computed properties:
M: 74.17 g mol⁻¹
E_LUMO: 1.148 eV
Net charge: 0
SMILES string: CCC.CC
Frontier orbital gap: 12.5717 eV

Cartesian coordinates (Å):
C -2.497 -1.515 0.804
H 3.023 0.880 -0.355
H -2.285 -0.687 0.137
H 1.209 -0.566 -1.055
H -1.712 -2.292 2.687
C 0.991 1.549 -0.739
H -1.187 -0.667 2.274
H 0.753 0.309 -2.512
H -0.439 -2.054 1.524
H -3.417 -1.332 1.351
H -0.470 0.059 -1.301
H 2.808 2.571 -0.088
C 0.589 0.254 -1.424
C 2.509 1.761 -0.748
H 2.875 1.867 -1.768
H 0.537 2.434 -1.173
C -1.402 -1.660 1.853
H -2.580 -2.426 0.216
H 0.693 1.514 0.316


Each structure's energy above the most stable one, in eV: i 1.678; ii 0.000.